[1]
The following is a DFT calculation (wB97M-V/def2-TZVPD) of a molecular structure, C29H28NO5P2V.

## Properties
- maximum force (eV/A) = 0.4
- orbital gap (alpha / beta) (eV) = 6.26 / 6.80
- LUMO level (alpha / beta) (eV) = -11.1 / -10.6
- molecular weight (g/mol) = 583.44
- relative energy (zero: lowest compared OMol25 entry of this formula, charge and spin) (eV) = 0.5443

The geometry in ORCA input format:
```
! RIJCOSX wB97M-V def2-TZVPD def2/J DEFGRID3
* xyz 3 2
V -0.32277 0.39941 -0.26453
O 2.40074 -2.55287 0.27765
C 1.85548 -1.46209 -0.08626
O 0.79644 -1.01429 0.42904
C 2.57164 -0.71956 -1.18053
O 1.85988 0.47755 -1.46529
C 1.39228 0.63865 -2.84206
C -0.03408 0.20928 -2.58833
O -0.44908 -0.91265 -2.60867
O -0.68428 1.15120 -1.80160
H 1.93540 -3.02515 0.99598
H 3.58203 -0.48239 -0.83568
H 2.65663 -1.38256 -2.04581
H 1.49535 1.68407 -3.11434
H 1.91471 -0.01380 -3.53582
C -2.90805 2.11130 2.96316
N -2.00770 1.49404 1.96227
P -2.42139 0.19209 0.96024
C -3.96775 0.45116 0.13406
C -4.02904 0.90633 -1.18745
C -5.26293 1.15994 -1.76223
C -6.42424 0.97285 -1.02232
C -6.36468 0.52815 0.29325
C -5.14027 0.25792 0.87883
C -2.47003 -1.29846 1.92034
C -3.12191 -2.42199 1.39357
C -3.13044 -3.60126 2.11895
C -2.49437 -3.66281 3.35378
C -1.83178 -2.55275 3.86837
C -1.80497 -1.37061 3.14964
P -0.61624 2.17576 1.34512
C -0.87281 3.82563 0.79506
C 0.00423 4.85398 1.16143
C -0.26257 6.14426 0.73620
C -1.38024 6.40201 -0.04772
C -2.25136 5.37738 -0.41351
C -2.00243 4.08501 0.00175
C 0.78602 2.00167 2.41545
C 0.64558 1.65983 3.76175
C 1.77759 1.55885 4.55501
C 3.03537 1.78113 4.00690
C 3.17769 2.11052 2.66175
C 2.05533 2.22161 1.85888
H -3.80116 2.50298 2.47739
H -2.38939 2.93108 3.45736
H -3.19061 1.37096 3.71046
H -3.12798 1.04788 -1.76908
H -5.32233 1.49622 -2.78830
H -7.38577 1.17216 -1.47659
H -7.27452 0.38590 0.86045
H -5.09855 -0.10103 1.89997
H -3.63066 -2.37017 0.43927
H -3.64349 -4.46937 1.72806
H -2.51899 -4.58275 3.92303
H -1.34938 -2.61117 4.83475
H -1.29315 -0.50346 3.54911
H 0.86472 4.65687 1.78643
H 0.39554 6.95229 1.02486
H -1.58179 7.41422 -0.37287
H -3.12284 5.59564 -1.01543
H -2.68755 3.28699 -0.26678
H -0.33418 1.49961 4.19497
H 1.67961 1.31836 5.60504
H 3.91304 1.70692 4.63543
H 4.16040 2.29887 2.25042
H 2.15964 2.51012 0.81672
*
```

=====

[2]
The following is a DFT calculation (wB97M-V/def2-TZVPD) of a molecular structure, C29H29AsBBaClF7O10Sb at a distorted geometry.

## Properties
- maximum force (eV/A) = 2.5
- orbital gap (eV) = 6.94
- LUMO level (eV) = 3.9
- molecular weight (g/mol) = 1050.80
- relative energy (zero: lowest compared OMol25 entry of this formula, charge and spin) (eV) = 0.0000

The geometry in ORCA input format:
```
! RIJCOSX wB97M-V def2-TZVPD def2/J DEFGRID3
* xyz -2 1
Ba 0.27736 -0.77484 0.37913
O 3.50091 -1.97993 0.48635
C 3.02460 -1.00175 1.07812
O 2.06330 -1.02777 1.91535
C 3.69206 0.37776 0.78947
C 3.93547 0.48549 -0.72353
C 4.99220 1.54536 -1.05895
C 4.19104 2.85536 -0.87795
C 2.84884 2.30536 -0.39580
O 2.71235 1.10220 -1.18921
C 3.00300 1.78368 1.06162
C 1.62987 2.01473 1.74337
O 1.57137 2.94696 2.56547
O 0.62900 1.38950 1.29234
H 4.63789 0.31110 1.33253
H 4.08666 -0.48166 -1.19137
H 5.33287 1.43188 -2.08956
H 5.85962 1.47958 -0.40033
H 4.07405 3.38700 -1.82376
H 4.63280 3.53574 -0.14906
H 1.99038 2.95501 -0.54881
H 3.68667 2.41740 1.62396
O -2.44840 1.01520 -2.48508
Cl -1.46593 1.23715 -1.46160
O -1.00671 2.59323 -1.48962
O -1.96248 0.84734 -0.11744
O -0.28624 0.33149 -1.76741
F -1.94546 8.76128 5.05432
C -1.85339 7.60264 4.34261
C -0.86970 7.48440 3.38996
C -0.78393 6.28452 2.68285
C -1.65266 5.22104 2.91726
C -2.63511 5.40250 3.89532
C -2.74587 6.58471 4.61457
Sb -1.33714 3.38569 1.78763
C -3.48256 3.18937 1.47396
C -3.96386 3.68197 0.25879
C -5.31919 3.69432 -0.04651
C -6.19746 3.19423 0.88979
F -7.53064 3.21074 0.61199
C -5.77700 2.67029 2.09090
C -4.41388 2.67026 2.37054
C -1.32188 2.17757 3.54869
C -0.82820 2.61740 4.77133
C -0.84134 1.79098 5.88975
C -1.34461 0.51474 5.75737
F -1.38512 -0.28448 6.85947
C -1.81412 0.02154 4.56000
C -1.79196 0.86668 3.45767
H -0.18692 8.30588 3.21294
H -0.00041 6.17991 1.93833
H -3.33112 4.59855 4.10992
H -3.50140 6.72088 5.37832
H -3.26456 4.05227 -0.48556
H -5.68980 4.05734 -0.99656
H -6.50005 2.25475 2.78126
H -4.08135 2.23469 3.30597
H -0.42681 3.61930 4.86721
H -0.46656 2.12510 6.84900
H -2.18727 -0.99137 4.48558
H -2.16487 0.47688 2.51531
C -1.31757 -2.24668 -3.44957
As 0.48138 -2.39057 -2.82157
C 1.06272 -3.99116 -3.71736
C 1.66866 -1.12686 -3.63758
O 0.66632 -2.64471 -1.16431
H -1.33163 -2.55487 -4.49505
H -1.70710 -1.23744 -3.33238
H -1.90779 -2.92182 -2.82997
H 1.04945 -3.84689 -4.79855
H 0.39807 -4.81097 -3.45025
H 2.07223 -4.22640 -3.38587
H 1.38386 -1.03090 -4.68598
H 2.67080 -1.54330 -3.54892
H 1.62658 -0.15664 -3.14540
F -3.06705 -3.53850 1.57480
B -2.83363 -2.31992 0.92048
F -1.64338 -1.75760 1.50203
F -3.88654 -1.43901 1.14333
F -2.58254 -2.51204 -0.46200
*
```

=====

[3]
The following is a DFT calculation (wB97M-V/def2-TZVPD) of a molecular structure, C29H29AuCl5N5O3S2 at a distorted geometry.

## Properties
- maximum force (eV/A) = 2.8
- orbital gap (alpha / beta) (eV) = 7.18 / 3.33
- LUMO level (alpha / beta) (eV) = -5.2 / -9.0
- molecular weight (g/mol) = 933.95

The geometry in ORCA input format:
```
! RIJCOSX wB97M-V def2-TZVPD def2/J DEFGRID3
* xyz 2 3
Au 0.73413 -0.18526 -0.82428
Cl 1.09879 -2.21228 -3.55795
C 0.94177 -2.97477 -2.02604
C 0.76067 -2.21874 -0.85909
C 0.61993 -2.91228 0.37578
Cl 0.40657 -1.97218 1.83716
C 0.65122 -4.32695 0.44837
Cl 0.32145 -5.12444 1.95236
C 0.85423 -5.07376 -0.73861
Cl 1.12379 -6.77056 -0.69086
C 1.06522 -4.41461 -1.93391
Cl 1.45401 -5.27527 -3.39406
C 6.57914 1.26793 -0.17085
C 5.21607 0.61054 -0.57418
N 4.71749 -0.28199 0.45971
C 4.55714 0.50015 1.71051
C 5.91069 1.16876 2.13580
N 7.00412 0.80584 1.18441
C 7.11760 -0.71568 1.16484
C 5.71384 -1.33303 0.66213
H 6.48978 2.37994 -0.13484
H 7.37755 0.96829 -0.86470
H 5.27665 0.12880 -1.56067
H 4.43976 1.41643 -0.66844
H 4.24481 -0.16656 2.46933
H 3.76089 1.22265 1.57969
H 6.21571 0.72574 3.09591
H 5.75350 2.26288 2.11830
H 7.88297 1.23884 1.50440
H 7.32000 -1.04746 2.20233
H 7.89861 -0.97525 0.46012
H 5.35549 -1.93878 1.52197
H 5.81930 -2.03435 -0.19785
N -6.09164 1.54205 3.29149
C -4.73345 1.75243 3.18730
C -4.23084 2.90055 2.49085
C -2.87626 3.20281 2.50974
C -1.98783 2.39736 3.24035
C -2.43791 1.21129 3.80290
C -3.81833 0.92294 3.86278
S -0.22516 2.72494 3.20222
O -0.00096 4.16742 3.19647
O 0.42401 1.82404 4.14329
N 0.35738 2.08717 1.76141
C 0.20240 2.56770 0.58908
S -0.03481 4.29572 0.21340
C 0.18420 3.98152 -1.42940
C 0.42012 2.66311 -1.69628
N 0.55076 1.85591 -0.59621
H -6.62377 1.97241 2.55220
H -6.44323 0.61187 3.49210
H -4.95818 3.51052 1.95573
H -2.50797 4.08825 1.96723
H -1.74348 0.44621 4.18179
H -4.21226 0.02693 4.27481
H 0.23015 4.73438 -2.18610
H 0.57896 2.25753 -2.70050
C -4.21568 0.31067 -1.09511
C -3.55291 -0.40274 -2.28586
O -2.39201 -0.26842 -2.55627
C -4.55033 -1.17262 -3.18983
C -4.07700 -1.79717 -4.36302
C -4.98718 -2.49608 -5.13926
C -6.32613 -2.55247 -4.79668
C -6.80831 -1.93202 -3.67776
C -5.90079 -1.28610 -2.82518
H -3.43334 0.52446 -0.38627
H -4.95811 -0.34576 -0.62272
H -4.65826 1.31450 -1.36307
H -3.09050 -1.64555 -4.76807
H -4.68655 -2.94065 -6.09919
H -6.98845 -3.07977 -5.46461
H -7.84102 -1.91849 -3.41918
H -6.23825 -0.79946 -1.94139
*
```

=====

[4]
The following is a DFT calculation (wB97M-V/def2-TZVPD) of a molecular structure, C29H29CrN3Si at a distorted geometry.

## Properties
- maximum force (eV/A) = 3.0
- orbital gap (alpha / beta) (eV) = 6.21 / 6.22
- LUMO level (alpha / beta) (eV) = 0.4 / -0.7
- molecular weight (g/mol) = 499.65

The geometry in ORCA input format:
```
! RIJCOSX wB97M-V def2-TZVPD def2/J DEFGRID3
* xyz 0 5
C 0.09689 2.23829 2.54028
C 0.43834 2.87197 1.29031
C -0.73187 2.83602 0.44522
H 1.37271 3.36429 1.05487
C -1.79612 2.24592 1.17824
C -1.27187 1.80232 2.44330
H -1.88331 1.40712 3.25151
H 0.73270 2.16321 3.42171
H -0.80423 3.21583 -0.56115
H -2.83559 2.19137 0.86244
Cr -0.00689 0.79092 0.93762
C -1.85397 -2.00667 -0.39669
H -1.37860 -1.00541 -0.20229
H -1.77950 -2.60428 0.52795
H -2.87344 -1.73614 -0.61908
Si -0.34179 0.19418 -1.42249
C 0.99383 -0.58997 -2.51511
C 1.83494 0.46731 -2.91923
H 1.64545 1.45836 -2.51120
C 2.89683 0.25731 -3.80547
H 3.51150 1.10425 -4.05643
C 3.15519 -0.99372 -4.35605
H 3.96793 -1.14154 -5.07894
C 2.27789 -2.02983 -4.00780
H 2.41185 -2.99984 -4.48721
C 1.22562 -1.86766 -3.08556
H 0.56919 -2.68959 -2.80243
C -1.63141 0.86810 -2.59418
C -1.38451 0.92699 -3.97901
H -0.45280 0.53883 -4.37774
C -2.34104 1.44369 -4.86056
H -2.13062 1.50039 -5.93047
C -3.57882 1.88585 -4.39709
H -4.34786 2.26680 -5.09125
C -3.82767 1.84063 -3.02572
H -4.77295 2.23221 -2.64397
C -2.89857 1.26859 -2.14328
H -3.17705 1.08485 -1.10458
H 0.54112 1.18575 -0.60750
H -1.34303 -2.42137 -1.24066
C -1.84338 -1.78974 6.05348
C -2.60177 -1.32870 4.96446
C -1.99498 -0.99617 3.76038
C -0.59223 -1.15786 3.63395
C 0.16089 -1.65873 4.72126
C -0.45117 -1.97373 5.93436
N 0.09750 -0.82775 2.45174
N 1.20757 -1.58658 2.35288
C 2.18507 -0.94001 1.65924
C 3.43468 -1.55471 1.57969
C 4.37298 -1.02764 0.71657
C 4.05078 0.09561 -0.06220
C 2.82966 0.71803 0.15651
N 1.92191 0.24087 1.03784
H -2.31404 -2.00497 7.01710
H -3.66431 -1.20313 5.06793
H -2.55037 -0.59430 2.91523
H 1.24041 -1.78146 4.60442
H 0.16216 -2.34509 6.77112
H 3.53421 -2.43104 2.20120
H 5.33159 -1.49629 0.61637
H 4.70800 0.48979 -0.84461
H 2.54630 1.58827 -0.43924
*
```

=====

Copy entry 3 word for word.
The following is a DFT calculation (wB97M-V/def2-TZVPD) of a molecular structure, C29H29AuCl5N5O3S2 at a distorted geometry.

## Properties
- maximum force (eV/A) = 2.8
- orbital gap (alpha / beta) (eV) = 7.18 / 3.33
- LUMO level (alpha / beta) (eV) = -5.2 / -9.0
- molecular weight (g/mol) = 933.95

The geometry in ORCA input format:
```
! RIJCOSX wB97M-V def2-TZVPD def2/J DEFGRID3
* xyz 2 3
Au 0.73413 -0.18526 -0.82428
Cl 1.09879 -2.21228 -3.55795
C 0.94177 -2.97477 -2.02604
C 0.76067 -2.21874 -0.85909
C 0.61993 -2.91228 0.37578
Cl 0.40657 -1.97218 1.83716
C 0.65122 -4.32695 0.44837
Cl 0.32145 -5.12444 1.95236
C 0.85423 -5.07376 -0.73861
Cl 1.12379 -6.77056 -0.69086
C 1.06522 -4.41461 -1.93391
Cl 1.45401 -5.27527 -3.39406
C 6.57914 1.26793 -0.17085
C 5.21607 0.61054 -0.57418
N 4.71749 -0.28199 0.45971
C 4.55714 0.50015 1.71051
C 5.91069 1.16876 2.13580
N 7.00412 0.80584 1.18441
C 7.11760 -0.71568 1.16484
C 5.71384 -1.33303 0.66213
H 6.48978 2.37994 -0.13484
H 7.37755 0.96829 -0.86470
H 5.27665 0.12880 -1.56067
H 4.43976 1.41643 -0.66844
H 4.24481 -0.16656 2.46933
H 3.76089 1.22265 1.57969
H 6.21571 0.72574 3.09591
H 5.75350 2.26288 2.11830
H 7.88297 1.23884 1.50440
H 7.32000 -1.04746 2.20233
H 7.89861 -0.97525 0.46012
H 5.35549 -1.93878 1.52197
H 5.81930 -2.03435 -0.19785
N -6.09164 1.54205 3.29149
C -4.73345 1.75243 3.18730
C -4.23084 2.90055 2.49085
C -2.87626 3.20281 2.50974
C -1.98783 2.39736 3.24035
C -2.43791 1.21129 3.80290
C -3.81833 0.92294 3.86278
S -0.22516 2.72494 3.20222
O -0.00096 4.16742 3.19647
O 0.42401 1.82404 4.14329
N 0.35738 2.08717 1.76141
C 0.20240 2.56770 0.58908
S -0.03481 4.29572 0.21340
C 0.18420 3.98152 -1.42940
C 0.42012 2.66311 -1.69628
N 0.55076 1.85591 -0.59621
H -6.62377 1.97241 2.55220
H -6.44323 0.61187 3.49210
H -4.95818 3.51052 1.95573
H -2.50797 4.08825 1.96723
H -1.74348 0.44621 4.18179
H -4.21226 0.02693 4.27481
H 0.23015 4.73438 -2.18610
H 0.57896 2.25753 -2.70050
C -4.21568 0.31067 -1.09511
C -3.55291 -0.40274 -2.28586
O -2.39201 -0.26842 -2.55627
C -4.55033 -1.17262 -3.18983
C -4.07700 -1.79717 -4.36302
C -4.98718 -2.49608 -5.13926
C -6.32613 -2.55247 -4.79668
C -6.80831 -1.93202 -3.67776
C -5.90079 -1.28610 -2.82518
H -3.43334 0.52446 -0.38627
H -4.95811 -0.34576 -0.62272
H -4.65826 1.31450 -1.36307
H -3.09050 -1.64555 -4.76807
H -4.68655 -2.94065 -6.09919
H -6.98845 -3.07977 -5.46461
H -7.84102 -1.91849 -3.41918
H -6.23825 -0.79946 -1.94139
*
```

=====

Among the records above, which one has the highest maximum force?
C29H29CrN3Si

=====

Number 1 is which compound?
C29H28NO5P2V